Density functional theory data (ωB97M-V/def2-TZVPD) for a structure of composition C29H21ClIrN3O6STe4.

Geometry as XYZ:
```
66
Properties=species:S:1:pos:R:3:nbo_charge:R:1
Ir -0.451 -0.730 0.422 0.715
Te 1.141 -1.673 -1.516 0.782
Te 3.321 -1.702 -3.027 -0.279
Te 2.438 -5.551 -0.770 -0.537
Te 0.349 -4.384 -1.767 0.017
O -1.823 0.620 -3.941 -0.923
S -0.682 0.406 -3.096 2.321
O -0.277 -1.072 -3.077 -0.976
N -0.676 0.807 -1.609 -1.000
C -0.826 2.139 -1.224 0.143
C -1.303 3.161 -2.009 -0.266
C -1.416 4.474 -1.509 -0.193
C -1.059 4.754 -0.224 -0.210
C -0.535 3.728 0.600 -0.107
C -0.164 3.989 1.942 -0.114
C 0.356 2.984 2.689 -0.258
C 0.524 1.717 2.092 0.127
N 0.204 1.420 0.858 -0.490
C -0.372 2.425 0.100 0.201
C 0.684 1.240 -3.857 -0.264
C 0.744 1.254 -5.244 -0.196
C 1.851 1.810 -5.863 -0.217
C 2.879 2.349 -5.100 -0.193
C 2.802 2.336 -3.717 -0.194
C 1.703 1.775 -3.084 -0.208
H -1.636 2.954 -3.018 0.231
H -1.807 5.251 -2.153 0.211
H -1.175 5.747 0.192 0.206
H -0.313 4.982 2.350 0.210
H 0.637 3.114 3.724 0.224
H 0.969 0.920 2.667 0.224
H -0.063 0.827 -5.823 0.237
H 1.913 1.820 -6.944 0.213
H 3.747 2.772 -5.588 0.211
H 3.607 2.745 -3.121 0.218
H 1.639 1.756 -2.004 0.235
O -2.980 0.314 4.001 -0.667
C -2.569 -0.286 3.017 0.766
O -1.438 -0.099 2.428 -0.785
C -3.348 -1.449 2.437 -0.120
C -3.949 -2.441 3.196 -0.166
C -4.367 -3.633 2.597 -0.213
C -4.102 -3.887 1.260 -0.221
C -3.491 -2.876 0.537 0.080
C -3.222 -1.645 1.075 -0.182
N -2.902 -3.116 -0.782 0.524
O -2.032 -2.314 -1.119 -0.407
O -3.210 -4.118 -1.402 -0.360
H -4.056 -2.292 4.263 0.232
H -4.843 -4.398 3.196 0.214
H -4.305 -4.843 0.799 0.242
H -2.891 -0.837 0.437 0.241
Cl 5.921 -0.707 3.582 -0.038
C 4.310 -1.157 3.063 -0.032
C 3.223 -0.781 3.831 -0.245
C 1.946 -1.118 3.401 -0.218
C 1.742 -1.811 2.210 -0.044
C 0.361 -2.092 1.701 -0.610
C 2.867 -2.242 1.506 -0.151
C 4.149 -1.906 1.910 -0.248
H 3.374 -0.239 4.755 0.219
H 1.086 -0.856 4.008 0.225
H -0.316 -2.133 2.559 0.207
H 0.344 -3.061 1.183 0.204
H 2.757 -2.906 0.652 0.222
H 5.009 -2.237 1.344 0.230
```

Calculated values
⟨S²⟩ ... 0.759
Total charge ... -1
Spin multiplicity ... 2
LUMO energy (alpha / beta) ... 0.831 / 0.896 eV

***

Density functional theory data (ωB97M-V/def2-TZVPD) for a structure of composition C4H3CoO5.

Geometry as XYZ:
```
13
Properties=species:S:1:pos:R:3:nbo_charge:R:1
C 0.666 -0.636 -0.398 -0.680
C -0.674 -0.164 -0.507 0.150
O -0.967 0.912 0.425 -0.627
C -2.096 1.619 0.315 0.977
O -2.793 1.645 -0.661 -0.531
O -2.247 2.311 1.431 -0.672
H 0.748 -1.703 -0.616 0.280
H -1.522 -0.848 -0.564 0.222
H -2.757 3.113 1.257 0.531
O 2.774 -0.227 -1.724 -0.098
O 2.151 1.251 -0.151 -0.730
C 1.961 0.201 -0.906 0.722
Co 0.947 0.750 1.260 1.455
```

Calculated values
⟨S²⟩ ... 8.766
Total charge ... +1
Spin multiplicity ... 6
LUMO energy (alpha / beta) ... -5.726 / -8.752 eV

***

Density functional theory data (ωB97M-V/def2-TZVPD) for a cluster of 2 separate species, C25H22BN6O8 in total.

Geometry as XYZ:
```
62
Properties=species:S:1:pos:R:3:nbo_charge:R:1
C -3.636 -2.261 1.829 -0.650
C -2.208 -1.966 1.757 0.302
C -1.288 -2.124 2.767 -0.340
C -0.027 -1.863 2.213 -0.244
C -0.179 -1.618 0.814 0.226
B -0.380 3.346 -0.048 0.847
C -0.048 3.404 1.454 -0.069
C -0.508 3.929 2.661 -0.232
C 0.159 3.271 3.739 -0.348
C 0.915 2.281 3.144 0.328
C 1.825 1.267 3.622 -0.673
O 0.786 2.327 1.781 -0.401
C 0.686 -2.287 -0.063 0.207
C 0.504 -2.863 -1.321 -0.252
C 1.695 -3.571 -1.630 -0.324
C 2.548 -3.431 -0.542 0.311
C 3.938 -3.809 -0.344 -0.677
O 1.917 -2.702 0.435 -0.421
C -1.666 2.617 -0.456 -0.107
C -2.020 1.835 -1.559 -0.151
C -3.158 1.078 -1.220 -0.330
C -3.568 1.542 0.012 0.344
C -4.769 1.234 0.771 -0.661
O -2.621 2.384 0.539 -0.410
O -1.587 -1.585 0.590 -0.421
H -3.860 -2.457 2.892 0.223
H -4.264 -1.413 1.533 0.210
H -3.925 -3.167 1.269 0.223
H -1.494 -2.461 3.785 0.218
H 0.923 -2.004 2.728 0.230
H -1.242 4.705 2.841 0.219
H 0.101 3.436 4.817 0.223
H 2.433 1.672 4.434 0.221
H 1.318 0.413 4.080 0.227
H 2.468 0.939 2.791 0.264
H -0.383 -2.762 -1.937 0.229
H 1.951 -4.083 -2.558 0.223
H 4.036 -4.888 -0.518 0.211
H 4.578 -3.275 -1.069 0.265
H 4.270 -3.572 0.673 0.231
H -1.637 1.804 -2.577 0.250
H -3.599 0.296 -1.828 0.232
H -5.556 0.917 0.077 0.229
H -4.586 0.374 1.414 0.223
H -5.122 2.062 1.395 0.234
O 0.227 1.967 -5.529 -0.439
N 0.785 0.884 -5.242 0.507
O 0.950 -0.014 -6.088 -0.452
C 1.194 0.700 -3.864 -0.129
C 1.840 -0.388 -3.298 -0.057
C 1.897 -0.431 -1.872 -0.054
N 3.215 -0.651 -1.353 0.459
O 4.108 -1.116 -2.108 -0.529
O 3.471 -0.340 -0.176 -0.488
C 0.951 0.265 -1.038 -0.300
N 0.724 1.547 -1.615 -0.089
N 0.661 2.850 -1.036 -0.263
N 0.903 3.742 -2.016 -0.100
N 1.131 3.110 -3.168 -0.220
C 0.980 1.811 -2.954 0.237
H 2.401 -1.128 -3.862 0.242
H 0.843 0.221 0.031 0.238
```

Calculated values
Total charge ... -1
LUMO energy ... 1.509 eV

***

Density functional theory data (ωB97M-V/def2-TZVPD) for the molecule C5H10O2.

Geometry as XYZ:
```
17
Properties=species:S:1:pos:R:3:nbo_charge:R:1
C 2.460 -0.087 0.108 -0.254
O 1.477 -1.085 -0.053 -0.532
C 0.231 -0.800 0.537 -0.046
C -0.705 0.043 -0.416 -0.367
C -2.164 -0.363 -0.724 -0.612
C -0.679 1.354 0.319 0.444
O -1.547 1.711 1.080 -0.536
H 2.175 0.900 -0.294 0.159
H 3.335 -0.426 -0.445 0.199
H 2.761 0.051 1.157 0.170
H 0.409 -0.259 1.486 0.174
H -0.229 -1.752 0.808 0.205
H -0.142 0.103 -1.356 0.229
H -2.775 0.547 -0.735 0.228
H -2.258 -0.821 -1.714 0.215
H -2.622 -1.031 0.010 0.217
H 0.274 1.914 0.231 0.107
```

Calculated values
Structure (SMILES) ... COC[C@@H](C)C=O
LUMO energy ... 0.923 eV

***

Density functional theory data (ωB97M-V/def2-TZVPD) for a cluster of 2 separate species, CH3F2PS in total.

Geometry as XYZ:
```
8
Properties=species:S:1:pos:R:3:nbo_charge:R:1
C 1.416 0.838 -0.165 0.536
F 1.907 1.766 0.729 -0.353
F 1.553 1.241 -1.391 -0.325
P -1.327 0.851 0.270 0.065
S 2.090 -0.794 0.084 0.008
H -0.667 -0.043 1.218 -0.027
H -1.399 1.911 1.187 -0.038
H 2.518 -0.829 -1.138 0.134
```

Calculated values
LUMO energy (alpha / beta) ... -0.965 / -0.675 eV

***

Calculated total energy per entry: -102535.8879; -52047.8739; -52266.9503; -9440.7838; -26641.2963 eV
ΔE to the lowest compared entry with this formula, charge and spin per entry: 71.14; 0.00; 94.60; 52.10; 114.59 kcal per mole
Maximum force per entry: 1.87; 3.34; 5.52; 0.48; 2.61 eV Å⁻¹